{
  "formula": "C20H23ClN2O6S",
  "method": "ωB97M-V/def2-TZVPD",
  "symbols": ["C", "C", "O", "C", "O", "C", "C", "C", "N", "C", "C", "C", "C", "C", "C", "C", "C", "S", "O", "O", "C", "C", "C", "C", "Cl", "C", "N", "O", "O", "C", "H", "H", "H", "H", "H", "H", "H", "H", "H", "H", "H", "H", "H", "H", "H", "H", "H", "H", "H", "H", "H", "H", "H"],
  "positions_angstrom": [[-4.4411, -2.0025, 1.2620], [-4.4097, -0.4920, 1.3908], [-3.3983, 0.0026, 0.5043], [-3.1129, 1.2977, 0.5906], [-3.7539, 2.1028, 1.2065], [-1.9035, 1.6348, -0.2957], [-2.4732, 1.9332, -1.6856], [-1.2122, 2.8837, 0.2567], [-0.9635, 0.5130, -0.2666], [-0.7207, -0.3936, -1.3803], [0.7677, -0.5073, -1.6091], [1.4466, 0.6410, -2.0019], [2.8157, 0.6420, -2.1865], [3.5282, -0.5238, -1.9659], [2.8592, -1.6739, -1.5902], [1.4794, -1.6926, -1.4140], [0.8009, -2.9769, -1.0443], [-0.7601, -0.2260, 1.2041], [-1.2902, 0.6041, 2.2427], [-1.1329, -1.6137, 1.1859], [1.0392, -0.2167, 1.3811], [1.6836, -1.3439, 1.8643], [3.0612, -1.3635, 1.9673], [3.8141, -0.2516, 1.5979], [5.5207, -0.3609, 1.6647], [3.1513, 0.8943, 1.1452], [3.8422, 2.1015, 0.7447], [3.2372, 2.8524, 0.0117], [4.9576, 2.2951, 1.1632], [1.7635, 0.9009, 1.0402], [-5.1241, -2.4200, 1.9958], [-3.4400, -2.3905, 1.4318], [-4.7659, -2.2925, 0.2660], [-4.1455, -0.1821, 2.4068], [-5.3678, -0.0323, 1.1219], [-3.0392, 1.0888, -2.0722], [-1.6795, 2.1971, -2.3811], [-3.1484, 2.7813, -1.5971], [-0.3792, 3.1689, -0.3817], [-1.9278, 3.7001, 0.3006], [-0.8621, 2.6898, 1.2665], [-1.1890, -0.0018, -2.2809], [-1.1702, -1.3612, -1.1492], [0.8877, 1.5509, -2.1604], [3.3191, 1.5462, -2.4918], [4.6002, -0.5410, -2.0949], [3.4194, -2.5846, -1.4330], [1.5388, -3.7353, -0.7950], [0.1353, -2.8415, -0.1946], [0.2081, -3.3437, -1.8822], [1.0916, -2.2023, 2.1383], [3.5727, -2.2435, 2.3227], [1.2700, 1.7891, 0.6800]],
  "homo_energy_ev": -9.20,
  "total_charge": 0,
  "e_above_lowest_kj_mol": 208.5,
  "smiles": "CCOC(=O)C(C)(C)N(Cc1ccccc1C)S(=O)(=O)c1ccc(Cl)c([N+](=O)[O-])c1"
}